# C20H25N3PtS4

A structure of composition C20H25N3PtS4 at a distorted geometry (ωB97M-V/def2-TZVPD, OMol25).

```
53
C20H25N3PtS4 (ωB97M-V/def2-TZVPD)
Pt -0.75 1.10 1.95
C 1.67 -0.81 3.19
C 2.42 0.51 3.02
S 1.92 1.34 1.49
C 1.93 3.09 1.95
C 0.97 3.87 1.06
S -0.79 3.37 1.01
C -1.52 4.29 2.39
C -1.10 3.81 3.76
S -1.58 2.07 3.92
C -0.35 1.48 5.11
C -0.34 -0.03 5.06
S -0.15 -0.76 3.41
H 2.05 -1.34 4.06
H 1.81 -1.45 2.32
H 3.49 0.28 2.94
H 2.28 1.17 3.87
H 2.94 3.47 1.80
H 1.69 3.19 3.01
H 1.30 3.81 0.02
H 0.98 4.92 1.35
H -2.59 4.19 2.24
H -1.26 5.34 2.27
H -1.64 4.38 4.52
H -0.04 3.91 3.94
H -0.64 1.81 6.11
H 0.61 1.92 4.87
H -1.28 -0.44 5.43
H 0.46 -0.42 5.69
N -0.31 -1.73 -4.73
C -0.35 -2.81 -5.58
C -0.19 -2.93 -6.96
C -0.28 -4.20 -7.48
C -0.53 -5.32 -6.66
C -0.68 -5.20 -5.30
C -0.58 -3.92 -4.75
N -0.69 -3.51 -3.44
C -0.53 -2.21 -3.47
C -0.58 -1.41 -2.26
C -0.40 -0.02 -2.24
C -0.48 0.66 -1.05
N -0.73 0.04 0.12
C -0.89 -1.30 0.11
C -0.83 -2.04 -1.04
H -0.17 -0.77 -5.01
H 0.00 -2.07 -7.60
H -0.17 -4.34 -8.55
H -0.59 -6.30 -7.12
H -0.87 -6.06 -4.67
H -0.21 0.54 -3.14
H -0.35 1.73 -1.02
H -1.10 -1.77 1.06
H -0.97 -3.11 -1.02
```

The highest occupied orbital energy is -12.489 eV. The energy above the lowest of the compared OMol25 structures with the same formula, charge and spin is 8.0 kcal/mol. The calculation puts the total energy at -2652.98330 Ha. Its maximum force is 1.5 eV/A. The charge is +2.

=====

# C20H25N5O2

The molecule C20H25N5O2 at a distorted geometry (ωB97M-V/def2-TZVPD, OMol25).

```
52
C20H25N5O2 (ωB97M-V/def2-TZVPD)
C 4.36 -3.57 3.35
C 3.83 -3.80 1.93
N 2.44 -3.46 1.83
N 1.49 -4.40 1.86
N 0.33 -3.87 1.81
C 0.47 -2.52 1.75
C -0.47 -1.49 1.66
C 0.01 -0.20 1.56
C -0.86 0.98 1.33
O -0.51 2.12 1.59
N -2.08 0.71 0.78
C -2.76 1.73 0.03
C -2.15 1.97 -1.40
C -0.79 1.32 -1.55
C 0.38 2.05 -1.63
C 1.62 1.43 -1.75
C 1.69 0.05 -1.81
C 0.53 -0.71 -1.77
C -0.71 -0.08 -1.65
O -1.90 -0.77 -1.61
C -1.88 -2.16 -1.81
N -2.12 3.37 -1.79
C -1.71 4.33 -0.78
C -3.32 3.81 -2.47
C 1.40 0.06 1.60
C 2.34 -0.93 1.70
C 1.86 -2.23 1.76
H 3.80 -4.18 4.06
H 4.25 -2.52 3.63
H 5.41 -3.84 3.40
H 3.92 -4.85 1.66
H 4.39 -3.19 1.21
H -1.52 -1.73 1.68
H -2.23 -0.23 0.43
H -3.81 1.45 -0.05
H -2.69 2.65 0.62
H -2.80 1.45 -2.11
H 0.34 3.12 -1.61
H 2.52 2.02 -1.80
H 2.64 -0.45 -1.89
H 0.60 -1.78 -1.83
H -2.93 -2.47 -1.80
H -1.34 -2.68 -1.01
H -1.44 -2.42 -2.78
H -1.22 5.16 -1.28
H -2.56 4.73 -0.22
H -1.01 3.88 -0.08
H -3.53 3.15 -3.31
H -3.14 4.81 -2.86
H -4.20 3.85 -1.81
H 1.70 1.10 1.53
H 3.40 -0.71 1.71
```

The highest occupied orbital energy is -8.174 eV. The energy above the lowest of the compared OMol25 structures with the same formula, charge and spin is 69.8 kcal/mol. The calculation puts the total energy at -1201.35890 Ha. Its maximum force is 1.2 eV/A. Its SMILES is CCn1nnc2cc(C(=O)NC[C@H](c3ccccc3OC)N(C)C)ccc21.

=====

# C20H25N5O4

The molecule C20H25N5O4 at a distorted geometry (ωB97M-V/def2-TZVPD, OMol25).

```
54
C20H25N5O4 (ωB97M-V/def2-TZVPD)
C 2.75 3.38 -2.41
C 1.55 3.49 -1.49
O 1.52 2.34 -0.63
C 0.34 1.95 -0.16
O -0.71 2.48 -0.40
C 0.51 0.73 0.73
N -0.76 0.19 1.14
C -1.72 -0.36 0.37
C -1.61 -0.52 -1.10
N -0.32 -1.06 -1.48
C -0.19 -2.45 -1.08
C -0.05 -0.90 -2.91
C 1.38 -1.23 -3.23
C 2.40 -0.51 -2.62
C 3.73 -0.80 -2.90
C 4.04 -1.81 -3.80
C 3.03 -2.52 -4.41
C 1.71 -2.24 -4.12
N -2.78 -0.72 1.07
C -2.50 -0.37 2.35
C -1.24 0.20 2.43
C -0.67 0.66 3.65
O 0.43 1.15 3.81
N -1.56 0.46 4.72
C -1.12 0.89 6.04
C -2.82 -0.10 4.67
O -3.49 -0.22 5.68
N -3.28 -0.53 3.45
C -4.59 -1.13 3.32
H 2.81 4.27 -3.03
H 2.66 2.51 -3.06
H 3.66 3.28 -1.83
H 1.62 4.38 -0.86
H 0.61 3.53 -2.05
H 1.08 -0.02 0.18
H 1.06 1.02 1.64
H -2.45 -1.15 -1.44
H -1.72 0.47 -1.56
H -0.92 -3.10 -1.59
H 0.81 -2.80 -1.30
H -0.37 -2.52 0.00
H -0.25 0.15 -3.16
H -0.73 -1.53 -3.52
H 2.16 0.28 -1.92
H 4.51 -0.24 -2.42
H 5.08 -2.03 -4.02
H 3.27 -3.31 -5.11
H 0.92 -2.80 -4.60
H -0.12 1.31 5.93
H -1.81 1.64 6.42
H -1.12 0.04 6.72
H -4.50 -2.17 3.00
H -5.07 -1.08 4.30
H -5.18 -0.58 2.58
```

The highest occupied orbital energy is -8.267 eV. The energy above the lowest of the compared OMol25 structures with the same formula, charge and spin is 0.0 kcal/mol. The calculation puts the total energy at -1351.94916 Ha. Its maximum force is 1.5 eV/A. Its SMILES is CCOC(=O)Cn1c(CN(C)Cc2ccccc2)nc2c1c(=O)n(C)c(=O)n2C.

=====

# C20H25N7O3

The molecule C20H25N7O3 at a distorted geometry (ωB97M-V/def2-TZVPD, OMol25).

```
55
C20H25N7O3 (ωB97M-V/def2-TZVPD)
C -4.22 4.08 -2.26
C -2.95 3.95 -3.10
N -1.78 4.31 -2.35
C -0.94 3.42 -1.81
N 0.02 3.90 -1.01
C 0.87 2.99 -0.54
N 1.88 3.38 0.25
C 2.07 4.72 0.75
C 1.65 4.79 2.22
C 3.52 5.14 0.57
N 0.81 1.68 -0.81
C -0.20 1.32 -1.57
O -0.34 0.02 -1.92
C 0.25 -0.95 -1.20
C 0.54 -2.16 -1.87
C 1.09 -3.17 -1.13
C 1.32 -2.90 0.24
O 1.88 -3.87 0.98
C 2.04 -3.63 2.37
C 0.70 -3.66 3.13
O 0.05 -4.90 2.97
C -0.61 -5.15 1.79
C -1.31 -4.20 1.06
C -1.97 -4.58 -0.10
C -1.96 -5.89 -0.53
C -1.29 -6.85 0.22
C -0.62 -6.48 1.37
N 1.00 -1.75 0.80
N 0.47 -0.79 0.09
N -1.10 2.12 -2.11
H -5.09 3.80 -2.85
H -4.16 3.42 -1.39
H -4.35 5.10 -1.91
H -2.82 2.92 -3.42
H -3.02 4.60 -3.98
H -1.68 5.26 -2.02
H 2.44 2.63 0.63
H 1.41 5.35 0.15
H 2.27 4.14 2.83
H 1.74 5.81 2.59
H 0.61 4.48 2.33
H 3.66 6.16 0.91
H 3.81 5.07 -0.47
H 4.18 4.49 1.16
H 0.31 -2.26 -2.92
H 1.34 -4.13 -1.54
H 2.51 -2.65 2.53
H 2.68 -4.44 2.71
H 0.91 -3.57 4.20
H 0.08 -2.81 2.81
H -1.36 -3.17 1.37
H -2.51 -3.83 -0.67
H -2.48 -6.18 -1.43
H -1.28 -7.88 -0.10
H -0.08 -7.21 1.96
```

The highest occupied orbital energy is -8.431 eV. The energy above the lowest of the compared OMol25 structures with the same formula, charge and spin is 0.0 kcal/mol. The calculation puts the total energy at -1386.15491 Ha. Its maximum force is 1.4 eV/A. Its SMILES is CCNc1nc(NC(C)C)nc(Oc2ccc(OCCOc3ccccc3)nn2)n1.

=====

# C20H25NO5S2

A cluster of 2 separate species, C20H25NO5S2 in total at a distorted geometry (ωB97M-V/def2-TZVPD, OMol25).

```
53
C20H25NO5S2 (ωB97M-V/def2-TZVPD)
C 0.53 2.51 1.60
C 0.87 1.22 1.71
S -0.02 -0.05 0.73
O -1.06 0.76 0.09
O 0.89 -0.75 -0.15
C -1.14 -1.15 1.63
C -0.98 -2.54 1.65
C -1.88 -3.31 2.39
C -2.88 -2.68 3.13
C -3.09 -1.31 3.03
C -2.22 -0.54 2.26
S 2.55 0.87 2.33
O 2.67 1.36 3.67
O 3.49 1.31 1.33
C 2.76 -0.93 2.30
C 3.20 -1.51 1.11
C 3.35 -2.89 1.04
C 3.04 -3.68 2.15
C 2.49 -3.10 3.30
C 2.34 -1.71 3.37
H -0.37 2.79 1.08
H 1.02 3.28 2.19
H -0.15 -2.99 1.10
H -1.78 -4.39 2.35
H -3.51 -3.28 3.78
H -3.94 -0.82 3.51
H -2.37 0.53 2.18
H 3.45 -0.89 0.26
H 3.73 -3.32 0.12
H 3.16 -4.75 2.09
H 2.19 -3.71 4.15
H 1.91 -1.23 4.25
C -1.85 -1.47 -3.47
O -1.41 -0.22 -2.95
C -1.23 0.76 -3.95
C -1.19 2.11 -3.26
C -0.54 3.29 -4.02
C 0.05 4.17 -2.90
C -0.05 3.32 -1.61
N -0.46 2.03 -2.05
H -2.45 -1.95 -2.70
H -2.48 -1.37 -4.37
H -0.99 -2.10 -3.74
H -0.27 0.60 -4.47
H -2.09 0.78 -4.64
H -2.25 2.36 -3.07
H 0.24 2.92 -4.69
H -1.29 3.83 -4.62
H 1.10 4.47 -3.10
H -0.58 5.06 -2.81
H 0.89 3.19 -1.05
H -0.73 3.86 -0.92
H -0.68 1.28 -1.36
```

The highest occupied orbital energy is -7.332 eV. The energy above the lowest of the compared OMol25 structures with the same formula, charge and spin is 25.5 kcal/mol. The calculation puts the total energy at -2004.28880 Ha. Its maximum force is 2.7 eV/A. Its SMILES is C=C(S(=O)(=O)c1ccccc1)S(=O)(=O)c1ccccc1.COC[C@@H]1CCCN1.

=====

# C20H26AgN5OS2Se4

A structure of composition C20H26AgN5OS2Se4 (ωB97M-V/def2-TZVPD, OMol25).

```
59
C20H26AgN5OS2Se4 (ωB97M-V/def2-TZVPD)
Ag 0.10 0.11 -0.59
Se -4.08 -0.05 1.20
Se -2.37 -1.56 0.69
Se -2.69 -2.14 -1.58
Se -0.58 -1.73 -2.51
C 4.92 -3.20 -1.36
C 5.49 -1.97 -0.67
N 4.70 -0.75 -0.81
C 4.96 0.11 -1.95
C 4.16 -0.26 -3.20
C 3.61 -0.55 0.02
S 2.73 0.93 -0.10
N 3.41 -1.53 0.89
C 2.19 -1.93 1.32
O 1.09 -1.71 0.84
C 2.23 -2.86 2.53
C 3.41 -3.44 3.00
C 3.38 -4.31 4.09
C 2.18 -4.58 4.73
C 1.00 -4.00 4.26
C 1.03 -3.15 3.17
H 5.51 -4.09 -1.10
H 4.93 -3.10 -2.45
H 3.89 -3.36 -1.04
H 6.49 -1.74 -1.05
H 5.58 -2.18 0.40
H 6.04 0.07 -2.15
H 4.70 1.12 -1.66
H 4.43 -1.25 -3.57
H 4.34 0.47 -3.99
H 3.10 -0.26 -2.96
H 4.33 -3.21 2.48
H 4.30 -4.76 4.44
H 2.15 -5.26 5.57
H 0.06 -4.22 4.75
H 0.12 -2.70 2.77
C -3.17 3.28 2.72
C -2.20 3.68 1.66
C -1.40 4.79 1.76
C -0.51 5.04 0.71
N -0.42 4.30 -0.36
C -1.23 3.18 -0.49
S -1.16 2.15 -1.79
N -2.10 2.92 0.56
C 0.42 6.22 0.77
H -3.06 3.91 3.60
H -3.02 2.23 2.97
H -4.19 3.36 2.34
H -1.46 5.43 2.63
H -2.57 1.99 0.58
H 0.43 6.68 1.76
H 0.12 6.97 0.04
H 1.43 5.90 0.51
C 1.46 2.07 3.30
C 0.49 1.53 2.34
N -0.27 1.11 1.59
H 2.39 2.27 2.76
H 1.66 1.35 4.08
H 1.07 2.99 3.74
```

The highest occupied orbital energy is -0.232 eV. The energy above the lowest of the compared OMol25 structures with the same formula, charge and spin is 48.0 kcal/mol. The calculation puts the total energy at -11675.94983 Ha. Its maximum force is 0.8 eV/A. The charge is -2.

=====

# C20H26Br2CaN8O4Se

A structure of composition C20H26Br2CaN8O4Se at a distorted geometry (ωB97M-V/def2-TZVPD, OMol25).

```
62
C20H26Br2CaN8O4Se (ωB97M-V/def2-TZVPD)
Ca -0.31 -0.61 -0.68
C 3.17 -3.33 1.15
N 3.35 -2.27 0.16
C 4.55 -2.35 -0.67
C 2.36 -1.42 -0.09
O 1.32 -1.37 0.59
C 2.51 -0.48 -1.27
O 1.51 0.52 -1.26
C 1.76 1.65 -0.45
C 0.72 1.76 0.67
O -0.26 1.03 0.68
N 0.94 2.70 1.60
C 2.00 3.69 1.51
C -0.04 2.88 2.66
H 3.99 -3.31 1.87
H 3.14 -4.30 0.65
H 2.24 -3.16 1.68
H 5.19 -3.13 -0.27
H 5.11 -1.41 -0.64
H 4.30 -2.59 -1.70
H 2.35 -1.06 -2.18
H 3.51 -0.04 -1.31
H 1.65 2.54 -1.08
H 2.76 1.62 -0.03
H 1.77 4.46 0.77
H 2.95 3.24 1.26
H 2.10 4.17 2.48
H -0.70 2.02 2.68
H -0.63 3.79 2.50
H 0.47 2.96 3.62
N -2.18 0.03 -4.46
C -1.48 -0.95 -5.11
C -0.21 -0.88 -4.60
N -0.14 0.11 -3.65
C -1.33 0.65 -3.59
C -1.69 1.77 -2.75
N -0.85 2.53 -2.08
C -1.61 3.45 -1.41
C -2.93 3.26 -1.69
N -2.97 2.20 -2.56
H -3.16 0.23 -4.60
H -1.92 -1.59 -5.84
H 0.65 -1.48 -4.85
H -1.16 4.20 -0.79
H -3.82 3.76 -1.36
H -3.81 1.70 -2.80
O -4.70 -2.51 4.68
C -3.67 -1.85 4.12
C -3.83 -0.71 3.33
C -2.70 -0.11 2.81
N -1.46 -0.54 3.04
C -1.34 -1.63 3.78
Br 0.43 -2.21 4.12
C -2.39 -2.34 4.34
H -5.54 -2.12 4.39
H -4.81 -0.31 3.12
H -2.79 0.76 2.17
H -2.23 -3.23 4.93
Br -2.93 -0.67 -0.59
Se 2.09 -4.09 -2.94
C 0.78 -3.15 -2.26
N -0.06 -2.47 -1.80
```

The highest occupied orbital energy is -7.411 eV. The energy above the lowest of the compared OMol25 structures with the same formula, charge and spin is 35.8 kcal/mol. The calculation puts the total energy at -9743.99673 Ha. Its maximum force is 2.4 eV/A.

=====

# C20H26Br2F3N3O4P

A cluster of 3 separate species, C20H26Br2F3N3O4P in total at a distorted geometry (ωB97M-V/def2-TZVPD, OMol25).

```
59
C20H26Br2F3N3O4P (ωB97M-V/def2-TZVPD)
C -1.12 2.13 -2.28
C -0.43 1.10 -3.17
C 0.18 1.83 -4.39
C 0.70 0.35 -2.41
N 0.39 -0.98 -1.92
C -0.38 -1.00 -0.70
C 0.41 -0.59 0.54
C 1.44 -1.60 1.05
F 0.89 -2.82 1.21
Br 2.98 -1.69 -0.13
C 1.93 -1.16 2.45
F 2.48 0.07 2.40
F 0.86 -1.07 3.28
Br 3.21 -2.38 3.28
C 0.03 -1.97 -2.94
O 0.60 -1.63 -4.18
P -1.80 -2.20 -3.19
O -2.70 -1.05 -2.85
C 0.59 -3.37 -2.48
O -0.07 -3.84 -1.53
O 1.58 -3.79 -3.04
H -0.39 2.77 -1.79
H -1.81 2.72 -2.88
H -1.72 1.64 -1.51
H -1.17 0.41 -3.55
H 1.07 2.39 -4.11
H -0.56 2.50 -4.82
H 0.43 1.10 -5.16
H 1.60 0.31 -3.02
H 0.96 0.95 -1.55
H -1.24 -0.33 -0.76
H -0.78 -2.00 -0.52
H -0.31 -0.49 1.35
H 0.92 0.36 0.40
H 0.02 -1.02 -4.65
H -1.87 -2.50 -4.57
H -2.20 -3.39 -2.58
N 5.06 -1.84 6.09
C 4.82 -0.55 6.28
C 5.09 0.11 7.47
C 5.64 -0.62 8.51
C 5.88 -1.97 8.33
C 5.58 -2.53 7.10
H 4.39 -0.02 5.43
H 4.88 1.16 7.57
H 5.86 -0.14 9.46
H 6.30 -2.58 9.12
H 5.75 -3.59 6.91
N -4.35 3.21 -2.54
C -4.84 1.99 -2.38
C -6.11 1.74 -1.88
C -6.91 2.81 -1.53
C -6.41 4.10 -1.69
C -5.12 4.24 -2.20
H -4.19 1.17 -2.66
H -6.46 0.72 -1.77
H -7.91 2.66 -1.14
H -6.99 4.97 -1.43
H -4.69 5.22 -2.34
```

The highest occupied orbital energy is -4.379 eV. The calculation puts the total energy at -7031.97117 Ha. Its maximum force is 1.3 eV/A. The charge is -1.